1.
{"formula": "C15H23IrN5O", "method": "wB97M-V/def2-TZVPD", "species": ["Ir", "C", "C", "N", "C", "C", "N", "C", "C", "N", "C", "C", "N", "C", "C", "C", "C", "C", "C", "C", "N", "H", "H", "H", "H", "H", "H", "H", "H", "H", "H", "H", "H", "H", "H", "H", "H", "H", "H", "H", "H", "H", "H", "H", "O"], "xyz": [[-0.682, -0.262, 0.135], [2.890, 0.931, 2.731], [1.805, 0.782, 1.707], [1.178, -0.309, 1.495], [1.389, -1.532, 2.218], [0.035, -2.016, 2.715], [-1.021, -1.909, 1.688], [-1.293, -3.143, 0.918], [-0.343, -3.346, -0.259], [-0.320, -2.174, -1.136], [-1.229, -2.229, -2.298], [-2.140, -0.002, -2.548], [-1.589, 0.818, -1.495], [-1.125, 2.062, -1.741], [-1.633, 2.898, -2.879], [-0.122, 2.555, -0.868], [0.497, 3.830, -0.929], [1.544, 4.118, -0.100], [2.031, 3.143, 0.808], [1.383, 1.935, 0.859], [0.317, 1.682, 0.084], [3.609, 0.116, 2.658], [2.458, 0.908, 3.734], [3.428, 1.865, 2.625], [2.066, -1.440, 3.068], [1.824, -2.262, 1.530], [-0.269, -1.392, 3.555], [0.114, -3.045, 3.076], [-1.881, -1.652, 2.154], [-2.312, -3.060, 0.534], [-1.256, -4.017, 1.573], [-0.657, -4.245, -0.799], [0.669, -3.531, 0.099], [0.615, -1.993, -1.483], [-2.232, -2.479, -1.929], [-0.897, -3.014, -2.983], [-3.041, -0.504, -2.181], [-2.374, 0.564, -3.446], [-2.639, 2.606, -3.172], [-0.984, 2.813, -3.755], [-1.678, 3.948, -2.600], [0.159, 4.567, -1.643], [2.024, 5.085, -0.153], [2.892, 3.359, 1.419], [-1.211, -1.026, -2.986]], "forces_ev_per_angstrom": [[-0.7, 0.3, 0.2], [0.0, 0.0, 0.0], [0.1, 0.1, 0.0], [0.0, 0.3, -0.2], [0.1, -0.2, 0.0], [-0.1, -0.1, 0.1], [-0.1, -0.1, -0.2], [-0.1, -0.1, -0.1], [0.0, -0.1, 0.1], [0.3, 0.3, 0.0], [-0.1, 0.1, 0.1], [0.2, -0.1, 0.4], [0.5, -0.4, -0.3], [-0.1, -0.1, 0.1], [0.0, 0.0, 0.0], [0.0, 0.0, 0.1], [0.0, 0.0, 0.0], [0.0, -0.1, 0.0], [-0.1, 0.1, -0.1], [0.0, 0.1, 0.0], [0.3, -0.2, -0.1], [0.0, 0.0, 0.0], [0.0, 0.0, 0.0], [0.0, 0.0, 0.0], [0.0, 0.0, 0.0], [0.0, 0.0, 0.0], [0.0, 0.0, 0.0], [0.0, 0.0, 0.0], [0.0, 0.0, 0.0], [0.0, 0.0, 0.0], [0.0, 0.0, 0.0], [0.0, 0.0, 0.0], [0.0, 0.0, 0.0], [0.0, -0.1, -0.1], [0.0, 0.0, 0.0], [-0.1, 0.0, -0.1], [0.0, 0.0, -0.1], [0.0, 0.0, 0.0], [0.0, 0.0, 0.0], [0.0, 0.0, 0.0], [0.0, 0.0, 0.0], [0.0, 0.0, 0.0], [0.0, 0.0, 0.0], [0.0, 0.0, 0.0], [-0.3, 0.2, 0.0]], "homo_ev": [-8.61, -11.28], "e_above_lowest_kcal_mol": 0.0, "homo_lumo_gap_ha": [0.210, 0.285], "s2": 6.02, "charge": 1, "spin_multiplicity": 5}

2.
{"formula": "C15H23N3O", "method": "wB97M-V/def2-TZVPD", "species": ["C", "H", "C", "H", "C", "C", "C", "C", "C", "C", "C", "O", "N", "N", "C", "C", "N", "C", "C", "C", "C", "H", "H", "H", "H", "H", "H", "H", "H", "H", "H", "H", "H", "H", "H", "H", "H", "H", "H", "H", "H", "H"], "xyz": [[4.319, -1.633, -1.461], [4.608, -2.671, -1.248], [4.437, -0.630, -0.352], [5.277, -0.891, 0.181], [4.178, 0.584, -0.835], [2.803, 1.062, -1.350], [1.488, 0.678, -0.472], [1.414, 1.601, 0.546], [0.076, 1.308, 1.312], [0.225, -0.031, 2.262], [0.359, -1.049, 1.504], [1.318, -1.827, 1.428], [-0.607, -1.823, 0.575], [-1.761, -0.889, 0.661], [-2.725, -1.405, -0.267], [-4.047, -0.713, -0.100], [-4.844, -1.372, -0.999], [-6.085, -0.664, -1.091], [-6.286, 0.653, -0.549], [-5.483, 1.147, 0.492], [-4.272, 0.476, 0.421], [-3.578, 0.961, 1.321], [-5.685, 2.114, 0.985], [-7.424, 1.048, -0.446], [-6.745, -0.912, -2.097], [-2.537, -2.260, -0.772], [-0.486, -2.680, 0.135], [1.033, 0.265, 2.966], [-0.842, -0.127, 2.911], [-0.065, 2.077, 2.146], [-0.679, 1.306, 0.640], [1.445, 2.624, 0.314], [2.305, 1.389, 1.347], [1.537, -0.392, -0.463], [0.688, 0.970, -1.275], [2.921, 2.429, -1.552], [2.855, 0.658, -2.545], [4.989, 1.057, -1.064], [4.229, 1.395, 0.248], [3.363, -0.889, 0.450], [3.386, -1.678, -1.890], [4.900, -1.263, -2.015]], "forces_ev_per_angstrom": [[-5.5, -5.7, 7.8], [0.0, 0.4, 0.3], [-6.3, -8.2, 4.2], [2.0, 0.4, 1.4], [-5.1, 8.3, 5.1], [1.5, 1.8, -4.3], [1.9, 0.3, -9.3], [0.1, -0.9, 8.0], [3.5, 1.1, 4.9], [-5.1, 10.0, 5.7], [2.7, -15.9, -8.2], [2.1, 1.6, 1.7], [-2.5, 10.6, 5.2], [-2.9, -7.0, -6.6], [2.6, 7.1, 8.5], [2.1, -5.0, -5.3], [-4.7, 3.4, 1.3], [1.6, 0.2, -3.8], [-4.6, -0.9, 2.4], [0.2, -0.7, -3.5], [1.6, 5.1, 7.5], [-0.8, -1.7, -2.8], [0.3, -0.9, -0.1], [2.6, -0.8, -1.3], [1.4, 0.1, 3.1], [0.1, -2.5, -1.8], [0.4, -1.6, -0.7], [-0.3, -1.1, -0.7], [2.8, 0.3, -1.8], [-0.1, -0.6, -1.5], [-2.7, -0.3, -1.8], [0.2, 1.2, -0.8], [-1.8, 0.7, -1.7], [-0.4, -0.3, 1.1], [0.9, -0.9, 1.4], [-0.5, -4.3, 0.8], [-1.1, 1.0, 3.1], [4.7, 3.0, -3.5], [-0.3, -2.0, -2.0], [3.5, 0.3, -1.8], [-2.3, 0.1, -1.0], [8.4, 4.4, -9.1]], "homo_ev": -8.22, "e_above_lowest_kcal_mol": 371.1, "homo_lumo_gap_ha": 0.300, "charge": 0}

E for every record listed, in sequence, given in a.u.: -1038.4202 -824.3196.